Computed, not measured: 6 unconnected molecules or ions with the total composition C30H71N5O in a non-equilibrium geometry, with ωB97M-V/def2-TZVPD.

CARTESIAN COORDINATES (ANGSTROEM)
C -17.101 -18.986 -5.930
C -16.176 -17.936 -5.281
N -14.917 -17.714 -5.952
C -14.487 -16.317 -5.988
C -14.354 -15.728 -4.581
C -13.870 -18.565 -5.344
C -12.476 -18.350 -6.021
H -16.649 -20.026 -5.886
H -17.342 -18.665 -6.978
H -18.043 -19.108 -5.413
H -16.705 -16.918 -5.273
H -16.174 -18.219 -4.203
H -13.525 -16.303 -6.533
H -15.204 -15.800 -6.583
H -13.981 -14.721 -4.669
H -15.334 -15.810 -4.043
H -13.584 -16.334 -4.038
H -14.192 -19.580 -5.497
H -13.803 -18.361 -4.304
H -11.866 -17.674 -5.421
H -12.606 -17.991 -7.038
H -11.863 -19.291 -6.016
C -9.647 -22.715 -11.263
C -10.316 -22.156 -10.031
N -11.104 -20.993 -10.343
C -12.470 -21.310 -10.749
C -13.087 -20.090 -11.429
C -11.235 -20.112 -9.149
C -9.884 -19.544 -8.735
H -10.309 -23.191 -11.970
H -8.853 -23.361 -10.941
H -9.190 -21.852 -11.758
H -10.903 -22.924 -9.448
H -9.499 -21.859 -9.373
H -12.486 -22.130 -11.402
H -13.031 -21.628 -9.843
H -13.342 -19.275 -10.782
H -12.388 -19.689 -12.098
H -13.967 -20.369 -11.942
H -11.744 -20.598 -8.296
H -11.876 -19.308 -9.477
H -9.300 -19.143 -9.578
H -9.201 -20.265 -8.256
H -10.083 -18.869 -7.915
C -13.845 -13.528 -14.280
C -14.734 -14.534 -14.970
N -16.166 -14.123 -15.022
C -16.888 -15.105 -15.797
C -17.115 -16.517 -15.169
C -16.462 -12.817 -15.547
C -17.881 -12.292 -15.046
H -14.233 -13.281 -13.305
H -13.769 -12.654 -14.909
H -12.786 -13.865 -14.125
H -14.431 -14.776 -16.041
H -14.705 -15.479 -14.405
H -17.842 -14.696 -16.107
H -16.419 -15.098 -16.843
H -17.792 -17.076 -15.895
H -16.174 -17.001 -15.235
H -17.419 -16.508 -14.128
H -16.338 -12.658 -16.644
H -15.711 -12.118 -15.171
H -17.936 -12.160 -13.972
H -18.619 -13.054 -15.314
H -18.170 -11.385 -15.555
C -11.192 -12.752 -10.502
C -9.828 -13.359 -10.169
N -9.316 -14.276 -11.175
C -7.848 -14.460 -11.139
C -7.123 -13.284 -11.746
C -10.035 -15.531 -11.249
C -10.244 -16.290 -9.997
H -11.109 -12.286 -11.494
H -11.442 -11.970 -9.814
H -11.929 -13.537 -10.501
H -9.071 -12.547 -10.087
H -9.903 -13.818 -9.169
H -7.552 -14.670 -10.118
H -7.668 -15.394 -11.712
H -7.617 -12.977 -12.679
H -7.137 -12.511 -11.005
H -6.096 -13.512 -11.902
H -9.618 -16.185 -12.109
H -11.063 -15.347 -11.639
H -10.953 -15.715 -9.346
H -9.372 -16.601 -9.401
H -10.687 -17.242 -10.173
C -15.247 -14.693 -10.230
C -16.050 -15.768 -10.998
C -14.934 -16.565 -11.570
O -14.014 -16.710 -10.513
C -14.110 -15.514 -9.681
H -15.915 -14.273 -9.466
H -14.979 -13.890 -10.903
H -16.716 -15.271 -11.699
H -16.716 -16.262 -10.252
H -14.441 -16.052 -12.456
H -15.299 -17.554 -11.893
H -13.111 -15.037 -9.847
H -14.134 -15.783 -8.617
C -15.105 -19.943 -8.601
C -14.786 -21.168 -7.933
N -14.576 -22.101 -7.310
H -16.173 -19.935 -8.537
H -14.722 -19.918 -9.608
H -14.751 -19.083 -7.968

Properties
Net charge ... 0
E_LUMO ... 0.672 eV
Molar mass ... 517.93 g mol⁻¹
Gap between HOMO and LUMO ... 8.909 eV
Highest occupied orbital energy ... -8.2 eV
Calculated total energy ... -1534.50372 Eh
2S+1 ... 1

Computed, not measured: 7 unconnected molecules or ions with the total composition C30H72N2O7 in a non-equilibrium geometry, with ωB97M-V/def2-TZVPD.

CARTESIAN COORDINATES (ANGSTROEM)
C 5.507 4.740 -0.926
C 4.638 4.265 0.258
C 4.691 5.170 1.482
C 3.197 4.184 -0.271
C 2.295 3.177 0.436
C 2.963 1.812 0.510
C 4.356 1.814 1.162
C 4.174 1.951 2.689
C 5.040 0.506 0.767
N 5.134 2.942 0.657
O 6.490 2.937 0.987
H 5.571 4.025 -1.749
H 5.042 5.589 -1.442
H 6.482 5.067 -0.567
H 3.852 4.918 2.131
H 5.607 5.125 2.071
H 4.573 6.238 1.257
H 2.780 5.171 -0.030
H 3.160 4.146 -1.360
H 1.968 3.512 1.425
H 1.356 3.153 -0.123
H 2.992 1.436 -0.515
H 2.339 1.151 1.105
H 3.580 2.834 2.923
H 5.097 2.006 3.266
H 3.585 1.120 3.093
H 4.840 0.269 -0.281
H 4.636 -0.328 1.344
H 6.124 0.511 0.878
H 6.963 2.594 0.216
C -5.203 -0.063 -0.914
C -4.268 -1.264 -0.941
C -2.809 -0.786 -0.715
C -4.609 -2.179 0.254
C -4.165 -3.652 0.145
C -4.591 -4.164 -1.221
C -3.974 -3.385 -2.375
C -2.466 -3.618 -2.473
C -4.570 -3.959 -3.680
N -4.385 -1.997 -2.210
O -3.944 -1.194 -3.280
H -5.237 0.363 0.089
H -4.941 0.617 -1.721
H -6.240 -0.397 -1.026
H -2.828 -0.034 0.072
H -2.134 -1.616 -0.497
H -2.377 -0.358 -1.622
H -4.278 -1.785 1.222
H -5.688 -2.194 0.460
H -3.084 -3.689 0.297
H -4.648 -4.187 0.961
H -5.676 -4.085 -1.310
H -4.281 -5.210 -1.292
H -2.285 -4.669 -2.713
H -1.976 -3.509 -1.499
H -1.887 -3.004 -3.162
H -4.328 -5.020 -3.715
H -4.141 -3.447 -4.539
H -5.659 -3.875 -3.656
H -4.723 -1.015 -3.818
C 2.746 -2.067 -1.051
C 1.655 -2.932 -1.686
C 1.532 -4.349 -1.136
O 0.405 -2.240 -1.498
H 2.703 -2.066 0.037
H 2.696 -1.052 -1.445
H 3.740 -2.417 -1.345
H 1.802 -2.964 -2.768
H 0.878 -4.914 -1.807
H 0.989 -4.373 -0.188
H 2.490 -4.853 -1.026
H -0.061 -2.185 -2.334
C -2.769 2.562 -2.672
C -1.313 2.932 -2.906
C -0.925 4.261 -2.248
O -0.423 1.887 -2.415
H -3.406 3.404 -2.943
H -2.903 2.304 -1.618
H -3.087 1.656 -3.195
H -1.045 2.914 -3.969
H -1.787 4.658 -1.709
H -0.743 5.051 -2.980
H -0.037 4.146 -1.634
H -0.704 1.087 -2.877
C 1.062 -4.143 2.930
C 0.435 -2.786 2.670
C -1.096 -2.909 2.785
O 0.924 -1.889 3.655
H 0.738 -4.440 3.934
H 2.150 -4.175 2.944
H 0.625 -4.899 2.275
H 0.687 -2.405 1.674
H -1.449 -3.307 3.734
H -1.435 -3.537 1.957
H -1.487 -1.895 2.671
H 0.759 -0.971 3.343
C -1.320 0.834 4.331
C -1.128 1.091 2.832
C -1.066 2.581 2.536
O 0.160 0.522 2.570
H -2.259 1.255 4.715
H -0.556 1.360 4.903
H -1.389 -0.217 4.604
H -1.856 0.538 2.229
H -0.242 3.053 3.067
H -1.953 3.102 2.914
H -1.050 2.700 1.451
H 0.355 0.475 1.608
O 0.256 0.437 -0.130
H -0.003 0.991 -0.907
H 0.074 -0.478 -0.393

Properties
Net charge ... 0
E_LUMO ... 0.199 eV
Molar mass ... 572.91 g mol⁻¹
Gap between HOMO and LUMO ... 7.675 eV
Highest occupied orbital energy ... -7.5 eV
Calculated total energy ... -1822.33150 Eh
2S+1 ... 1